P | A 2-piece molecular cluster, C2H2ClF2I overall, computed with ωB97M-V with the def2-TZVPD basis set.

Values from the calculation:
net charge: 0
highest occupied orbital energy (alpha / beta): -9.50 / -9.50 eV
HOMO-LUMO gap (alpha / beta): 6.87 / 6.87 eV

Positions of all 8 atoms, in Å:
F  0.170  -1.342  -1.320
C  0.600  0.727  -0.136
F  -2.847  -0.623  0.902
H  0.549  0.911  -1.167
C  0.202  -0.759  -0.091
H  -0.230  1.436  0.343
Cl  -0.866  -1.674  0.858
I  2.423  1.324  0.611



Q | One molecule with the formula C2H2ClF2I, computed with ωB97M-V with the def2-TZVPD basis set.

Values from the calculation:
net charge: 0
highest occupied orbital energy (alpha / beta): -9.36 / -9.16 eV
HOMO-LUMO gap (alpha / beta): 7.98 / 7.52 eV

Positions of all 8 atoms, in Å:
F  0.401  -1.232  1.025
Cl  -1.711  2.001  0.757
C  -1.303  0.412  1.183
F  -3.438  -1.958  1.659
C  -0.054  -0.118  0.427
H  0.647  0.775  0.498
H  -0.367  -0.582  -0.516
I  -1.941  -0.639  2.701



Q is favored, and the nearest alternative lies 24.0 kcal/mol above it.



P | One molecule with the formula C2H5N3, computed with ωB97M-V with the def2-TZVPD basis set.

Values from the calculation:
net charge: 0
SMILES: [H]/N=C/N=C/N
highest occupied orbital energy: -9.06 eV
HOMO-LUMO gap: 10.07 eV

Positions of all 10 atoms, in Å:
C  -0.211  -1.276  0.778
N  -0.788  -1.924  -0.143
H  0.669  2.447  -1.299
H  0.087  2.529  0.334
H  -0.947  -2.906  0.063
N  -0.005  0.068  0.708
C  0.267  0.651  -0.393
H  0.523  0.109  -1.309
H  0.108  -1.687  1.747
N  0.297  1.988  -0.487



Q | One molecule with the formula C2H5N3, computed with ωB97M-V with the def2-TZVPD basis set.

Values from the calculation:
net charge: 0
SMILES: [H]/N=C(C)\N=N\[H]
highest occupied orbital energy: -9.37 eV
HOMO-LUMO gap: 9.64 eV

Positions of all 10 atoms, in Å:
H  -2.142  0.134  -0.344
H  0.397  -2.291  -0.240
N  1.081  -0.034  0.448
N  1.950  0.626  -0.141
C  -0.133  -0.449  -0.045
C  -1.199  0.604  -0.082
H  -1.280  1.098  0.884
H  2.666  0.617  0.647
N  -0.400  -1.661  -0.298
H  -0.940  1.355  -0.831



R | One molecule with the formula C2H5N3, computed with ωB97M-V with the def2-TZVPD basis set.

Values from the calculation:
net charge: 0
SMILES: [H]/N=C\NN=C
highest occupied orbital energy: -9.14 eV
HOMO-LUMO gap: 9.49 eV

Positions of all 10 atoms, in Å:
H  -0.466  0.586  2.817
N  0.345  -0.858  -0.046
N  0.012  -0.853  1.389
H  -0.806  1.171  0.977
C  -0.474  0.282  1.847
H  0.216  1.319  -0.620
N  -0.019  0.362  -2.323
C  0.180  0.269  -0.921
H  0.060  -0.581  -2.636
H  0.954  -1.696  -0.484



P is favored, and the nearest alternative lies 38.7 kcal/mol above it.



P | A 3-piece molecular cluster, C2H9N2O overall, computed with ωB97M-V with the def2-TZVPD basis set.

Values from the calculation:
net charge: 0
highest occupied orbital energy (alpha / beta): -10.06 / -10.36 eV
2S+1: 2
HOMO-LUMO gap (alpha / beta): 10.96 / 8.66 eV

Positions of all 14 atoms, in Å:
H  1.822  0.412  -1.709
O  1.779  1.520  2.160
H  -0.461  0.458  -1.879
N  1.342  0.326  -0.814
H  1.483  1.092  1.346
H  -2.595  -0.100  0.868
C  -2.079  0.418  0.067
H  2.518  2.081  1.911
H  -2.491  0.108  -0.894
H  0.738  -4.232  -0.620
C  0.058  0.357  -0.918
H  -2.315  1.483  0.161
H  0.862  -4.185  0.124
N  -0.660  0.261  0.200



Q | A 2-piece molecular cluster, C2H9N2O overall, computed with ωB97M-V with the def2-TZVPD basis set.

Values from the calculation:
net charge: 0
highest occupied orbital energy (alpha / beta): -2.86 / -10.98 eV
2S+1: 2
HOMO-LUMO gap (alpha / beta): 3.53 / 11.53 eV

Positions of all 14 atoms, in Å:
C  -0.984  1.220  1.562
H  0.584  2.370  2.312
C  0.673  -1.983  -1.352
N  -0.398  2.144  2.336
H  1.284  0.034  -1.417
H  -2.057  1.112  1.769
H  1.216  -2.367  -2.216
H  -0.234  -0.135  -0.864
O  -0.490  0.661  0.608
H  -0.244  -2.571  -1.325
H  -0.958  2.590  3.040
H  1.192  -2.185  -0.420
H  -0.005  -0.334  -2.482
N  0.420  -0.555  -1.549



P is favored, and the nearest alternative lies 1.6 kcal/mol above it.